C48H107N5O8 | ωB97M-V/def2-TZVPD

SMILES string ... CC1(C)CCCC(C)(C)N1O.CC1(C)CCCC(C)(C)N1O.CC1(C)CCCC(C)(C)N1O.CC1(C)CCCC(C)(C)N1O.CC1(C)CCCC(C)(C)N1O.CC(C)O.O.O
Calculated total energy ... -75332.03103 eV
Net charge ... 0
Energy relative to the best compared isomer or geometry (same formula, charge and spin) ... 86.24 kcal/mol
HOMO-LUMO gap ... 8.28 eV

Last columns: bonded neighbours and bond lengths (Å).
CARTESIAN COORDINATES (ANGSTROEM)
1 C 11.95165 -2.63689 -8.93570  C2 1.536, H12 1.090, H13 1.090, H14 1.090
2 C 10.89751 -2.81750 -10.03758  C1 1.536, C3 1.552, C4 1.570, N10 1.488
3 C 9.66583 -3.53323 -9.42102  C2 1.552, H15 1.090, H16 1.090, H17 1.090
4 C 10.57108 -1.38666 -10.59520  C2 1.570, C5 1.543, H18 1.090, H19 1.090
5 C 9.71869 -1.40137 -11.88171  C4 1.543, C6 1.495, H20 1.090, H21 1.090
6 C 10.39586 -2.20922 -12.94249  C5 1.495, C7 1.567, H22 1.090, H23 1.090
7 C 10.88941 -3.63398 -12.51670  C6 1.567, C8 1.557, C9 1.541, N10 1.459
8 C 9.74751 -4.69226 -12.55658  C7 1.557, H24 1.090, H25 1.090, H26 1.090
9 C 11.94785 -4.09013 -13.54029  C7 1.541, H27 1.090, H28 1.090, H29 1.090
10 N 11.46991 -3.58057 -11.17974  C2 1.488, C7 1.459, O11 1.398
11 O 12.03051 -4.79203 -10.76534  N10 1.398, H30 0.960
12 H 11.59822 -1.96225 -8.15592  C1 1.090
13 H 12.14838 -3.56000 -8.39047  C1 1.090
14 H 12.81955 -2.15155 -9.38212  C1 1.090
15 H 9.84083 -4.60553 -9.33350  C3 1.090
16 H 9.39274 -3.23232 -8.40961  C3 1.090
17 H 8.72664 -3.40705 -9.95963  C3 1.090
18 H 10.07184 -0.74070 -9.87298  C4 1.090
19 H 11.48675 -0.84902 -10.84134  C4 1.090
20 H 8.73423 -1.74373 -11.56277  C5 1.090
21 H 9.69019 -0.44270 -12.39962  C5 1.090
22 H 11.16986 -1.56067 -13.35289  C6 1.090
23 H 9.53912 -2.36219 -13.59877  C6 1.090
24 H 10.05372 -5.61810 -12.06960  C8 1.090
25 H 9.33634 -4.87828 -13.54877  C8 1.090
26 H 8.95039 -4.21928 -11.98300  C8 1.090
27 H 11.58636 -4.00165 -14.56479  C9 1.090
28 H 12.12720 -5.15667 -13.40454  C9 1.090
29 H 12.89941 -3.58389 -13.37789  C9 1.090
30 H 12.96929 -4.59701 -10.81297  O11 0.960
31 C 24.08623 -5.66640 -4.80839  C32 1.573, H42 1.090, H43 1.090, H44 1.090
32 C 23.88687 -5.58383 -3.25014  C31 1.573, C33 1.609, C34 1.502, N40 1.547
33 C 22.81052 -6.59637 -2.61371  C32 1.609, H45 1.090, H46 1.090, H47 1.090
34 C 25.20865 -5.91024 -2.61512  C32 1.502, C35 1.543, H48 1.090, H49 1.090
35 C 25.30582 -5.51599 -1.12653  C34 1.543, C36 1.535, H50 1.090, H51 1.090
36 C 25.05098 -4.00670 -1.01597  C35 1.535, C37 1.571, H52 1.090, H53 1.090
37 C 23.66142 -3.56006 -1.59755  C36 1.571, C38 1.598, C39 1.501, N40 1.440
38 C 22.46283 -3.91654 -0.60269  C37 1.598, H54 1.090, H55 1.090, H56 1.090
39 C 23.86209 -2.07312 -1.62677  C37 1.501, H57 1.090, H58 1.090, H59 1.090
40 N 23.54979 -4.10917 -2.92450  C32 1.547, C37 1.440, O41 1.444
41 O 22.46754 -3.61391 -3.74227  N40 1.444, H60 0.960
42 H 23.08650 -5.73952 -5.23651  C31 1.090
43 H 24.51125 -4.84354 -5.38316  C31 1.090
44 H 24.57412 -6.61389 -5.03717  C31 1.090
45 H 22.79205 -7.63244 -2.95183  C33 1.090
46 H 22.81264 -6.74859 -1.53440  C33 1.090
47 H 21.87618 -6.16702 -2.97532  C33 1.090
48 H 25.31371 -6.99297 -2.68394  C34 1.090
49 H 26.05341 -5.43918 -3.11769  C34 1.090
50 H 24.62667 -6.09911 -0.50457  C35 1.090
51 H 26.30831 -5.82507 -0.83056  C35 1.090
52 H 25.88438 -3.61770 -1.60097  C36 1.090
53 H 25.27956 -3.64540 -0.01331  C36 1.090
54 H 22.39728 -3.14786 0.16732  C38 1.090
55 H 22.48964 -4.88945 -0.11194  C38 1.090
56 H 21.46005 -3.91211 -1.02993  C38 1.090
57 H 23.91810 -1.56844 -0.66227  C39 1.090
58 H 23.03522 -1.59247 -2.14963  C39 1.090
59 H 24.68894 -1.78149 -2.27435  C39 1.090
60 H 21.69371 -3.99178 -3.31801  O41 0.960
61 C 18.20668 -7.88452 -12.74727  C62 1.559, H72 1.090, H73 1.090, H74 1.090
62 C 19.43728 -7.68356 -11.81113  C61 1.559, C63 1.543, C64 1.582, N70 1.463
63 C 19.31663 -8.84229 -10.79893  C62 1.543, H75 1.090, H76 1.090, H77 1.090
64 C 20.80817 -8.00633 -12.53090  C62 1.582, C65 1.580, H78 1.090, H79 1.090
65 C 21.45439 -6.84995 -13.39120  C64 1.580, C66 1.550, H80 1.090, H81 1.090
66 C 21.56180 -5.64387 -12.42374  C65 1.550, C67 1.580, H82 1.090, H83 1.090
67 C 20.21869 -5.21675 -11.70947  C66 1.580, C68 1.594, C69 1.573, N70 1.499
68 C 20.62704 -4.08898 -10.65957  C67 1.594, H84 1.090, H85 1.090, H86 1.090
69 C 19.35917 -4.49909 -12.81358  C67 1.573, H87 1.090, H88 1.090, H89 1.090
70 N 19.54504 -6.40946 -11.10053  C62 1.463, C67 1.499, O71 1.427
71 O 18.33160 -6.09423 -10.41825  N70 1.427, H90 0.960
72 H 17.20516 -7.71998 -12.34981  C61 1.090
73 H 18.24424 -7.18248 -13.58023  C61 1.090
74 H 18.09474 -8.87784 -13.18186  C61 1.090
75 H 18.45822 -8.63575 -10.15972  C63 1.090
76 H 19.08548 -9.79607 -11.27324  C63 1.090
77 H 20.11958 -8.86681 -10.06220  C63 1.090
78 H 21.55828 -8.39033 -11.83954  C64 1.090
79 H 20.59205 -8.81680 -13.22698  C64 1.090
80 H 22.43924 -7.13887 -13.75824  C65 1.090
81 H 20.83515 -6.67374 -14.27074  C65 1.090
82 H 22.04663 -4.76862 -12.85614  C66 1.090
83 H 22.23180 -5.91269 -11.60707  C66 1.090
84 H 21.63428 -4.22220 -10.26482  C68 1.090
85 H 19.90634 -4.05316 -9.84262  C68 1.090
86 H 20.48724 -3.11571 -11.12999  C68 1.090
87 H 19.92801 -3.76706 -13.38685  C69 1.090
88 H 18.47142 -4.00601 -12.41752  C69 1.090
89 H 18.99314 -5.22731 -13.53734  C69 1.090
90 H 18.66960 -5.94347 -9.53245  O71 0.960
91 C 19.07256 4.01165 -4.02291  C92 1.510, H102 1.090, H103 1.090, H104 1.090
92 C 17.80539 3.46429 -4.63624  C91 1.510, C93 1.609, C94 1.551, N100 1.551
93 C 18.12228 2.91479 -6.11459  C92 1.609, H105 1.090, H106 1.090, H107 1.090
94 C 17.35492 2.33051 -3.67792  C92 1.551, C95 1.504, H108 1.090, H109 1.090
95 C 15.88571 2.00973 -3.69702  C94 1.504, C96 1.573, H110 1.090, H111 1.090
96 C 15.09298 3.36165 -3.55914  C95 1.573, C97 1.562, H112 1.090, H113 1.090
97 C 15.34032 4.33257 -4.75749  C96 1.562, C98 1.606, C99 1.531, N100 1.464
98 C 14.84325 3.71624 -6.15515  C97 1.606, H114 1.090, H115 1.090, H116 1.090
99 C 14.49602 5.57775 -4.47160  C97 1.531, H117 1.090, H118 1.090, H119 1.090
100 N 16.76947 4.61855 -4.62199  C92 1.551, C97 1.464, O101 1.449
101 O 17.18447 5.73955 -5.44139  N100 1.449, H120 0.960
102 H 19.93490 3.43029 -4.34924  C91 1.090
103 H 19.31788 5.01608 -4.36794  C91 1.090
104 H 19.03108 3.97386 -2.93436  C91 1.090
105 H 18.24638 3.76315 -6.78762  C93 1.090
106 H 18.97257 2.23377 -6.07831  C93 1.090
107 H 17.31790 2.27001 -6.46863  C93 1.090
108 H 17.99406 1.44983 -3.74124  C94 1.090
109 H 17.50568 2.72805 -2.67426  C94 1.090
110 H 15.66904 1.40912 -4.58044  C95 1.090
111 H 15.64701 1.34365 -2.86789  C95 1.090
112 H 15.35228 3.87790 -2.63483  C96 1.090
113 H 14.01734 3.21542 -3.46065  C96 1.090
114 H 13.75726 3.63198 -6.19551  C98 1.090
115 H 15.31890 2.74025 -6.25152  C98 1.090
116 H 15.22053 4.39533 -6.91974  C98 1.090
117 H 13.43870 5.38042 -4.64839  C99 1.090
118 H 14.72526 6.33154 -5.22481  C99 1.090
119 H 14.68150 6.04171 -3.50287  C99 1.090
120 H 17.58276 6.39963 -4.86931  O101 0.960
121 C 17.22655 -2.97041 7.10101  C122 1.558, H132 1.090, H133 1.090, H134 1.090
122 C 15.85101 -2.61982 6.45909  C121 1.558, C123 1.527, C124 1.556, N130 1.519
123 C 15.19143 -3.95138 6.10842  C122 1.527, H135 1.090, H136 1.090, H137 1.090
124 C 14.98289 -1.96411 7.57175  C122 1.556, C125 1.584, H138 1.090, H139 1.090
125 C 15.27597 -0.43420 7.86038  C124 1.584, C126 1.504, H140 1.090, H141 1.090
126 C 15.22549 0.40908 6.61568  C125 1.504, C127 1.548, H142 1.090, H143 1.090
127 C 16.06625 -0.19637 5.46517  C126 1.548, C128 1.528, C129 1.503, N130 1.482
128 C 15.80974 0.57317 4.17016  C127 1.528, H144 1.090, H145 1.090, H146 1.090
129 C 17.51736 0.06264 5.75882  C127 1.503, H147 1.090, H148 1.090, H149 1.090
130 N 15.83171 -1.64923 5.29034  C122 1.519, C127 1.482, O131 1.407
131 O 16.61368 -2.16349 4.23978  N130 1.407, H150 0.960
132 H 17.21259 -3.92842 7.62073  C121 1.090
133 H 18.00516 -3.10518 6.35021  C121 1.090
134 H 17.59346 -2.17521 7.74995  C121 1.090
135 H 15.02574 -4.60734 6.96302  C123 1.090
136 H 14.18404 -3.81308 5.71583  C123 1.090
137 H 15.71433 -4.42936 5.28004  C123 1.090
138 H 13.96610 -2.11789 7.21038  C124 1.090
139 H 14.94379 -2.59432 8.46021  C124 1.090
140 H 14.54080 -0.22399 8.63719  C125 1.090
141 H 16.28126 -0.32827 8.26813  C125 1.090
142 H 15.40998 1.47266 6.76688  C126 1.090
143 H 14.20769 0.27983 6.24761  C126 1.090
144 H 16.64657 0.64244 3.47517  C128 1.090
145 H 15.54394 1.59046 4.45752  C128 1.090
146 H 14.97281 0.20293 3.57807  C128 1.090
147 H 17.67655 1.13978 5.80903  C129 1.090
148 H 18.21453 -0.28433 4.99614  C129 1.090
149 H 17.86290 -0.29366 6.72925  C129 1.090
150 H 15.95620 -2.60566 3.69773  O131 0.960
151 C 14.47339 -9.75720 -3.15575  C152 1.587, H155 1.090, H156 1.090, H157 1.090
152 C 14.04419 -9.25596 -4.59891  C151 1.587, C153 1.549, O154 1.414, H158 1.090
153 C 12.98722 -10.21772 -5.19739  C152 1.549, H159 1.090, H160 1.090, H161 1.090
154 O 13.29461 -8.11036 -4.24560  C152 1.414, H162 0.960
155 H 14.95301 -10.69073 -3.45000  C151 1.090
156 H 13.65019 -9.88757 -2.45328  C151 1.090
157 H 15.18113 -9.09244 -2.66046  C151 1.090
158 H 14.92688 -9.11693 -5.22311  C152 1.090
159 H 12.06792 -10.26715 -4.61383  C153 1.090
160 H 13.47533 -11.19232 -5.20000  C153 1.090
161 H 12.80792 -9.88656 -6.22027  C153 1.090
162 H 12.63514 -8.35761 -3.59323  O154 0.960
163 O 12.77298 -4.73198 0.23438  H164 0.957, H165 0.957
164 H 12.46165 -5.59273 -0.04567  O163 0.957
165 H 12.00876 -4.31974 0.63717  O163 0.957
166 O 16.53566 -4.54580 -3.50721  H167 0.957, H168 0.957
167 H 15.79941 -4.74613 -4.08517  O166 0.957
168 H 16.12919 -4.31573 -2.67170  O166 0.957

Löwdin atomic charge list, values in e, 2 entries:
1 C -0.046
2 C -0.472